The following is a quantum chemistry calculation of a 2-piece molecular cluster, Br2H4Si2 overall at a distorted geometry, from the OMol25 dataset.

The geometry in XYZ format:
```
8
Properties=species:S:1:pos:R:3:forces:R:3
Si 1.35757 0.34822 -0.23801 0.7 0.0 1.5
Si -3.84966 -1.54408 -0.45240 -0.6 -0.8 0.8
Br -3.17764 0.48594 0.15704 0.0 0.2 0.2
Br 0.42026 -1.63783 0.16890 0.0 0.0 0.4
H 2.33580 0.91252 0.87661 -1.1 -0.8 -1.1
H 2.06253 0.00281 -1.42994 0.6 0.2 -0.8
H 0.24649 1.23399 -0.48649 -0.3 0.5 0.0
H -4.56284 -2.01387 0.94423 0.7 0.6 -1.0
```
Positions in Å, forces in eV/Å.

The calculation puts the energy above the lowest of the compared OMol25 structures with the same formula, charge and spin at 205.1 kJ/mol. For the gap between HOMO and LUMO, the calculation gives 7.82 eV.

These are the Mulliken partial charges, in e, on atoms 1 to 4:
1 Si 0.464
2 Si 0.187
3 Br -0.140
4 Br -0.200